ORCA calculation (the ωB97M-V functional and the def2-TZVPD basis) on a molecular structure, C31H35N6O7W at a distorted geometry.

Its multiplicity is 3. The calculation puts the HOMO energy (spin up / spin down) at -10.874 / -11.052 eV. Its net charge is +1. Its frontier orbital gap (spin up / spin down) is 7.0 / 6.9 eV.

Geometry as XYZ:
```
80
C31H35N6O7W, DFT the ωB97M-V functional and the def2-TZVPD basis
W 0.589 -0.124 -0.429
O -1.331 1.223 2.053
O -1.580 -0.087 -2.231
O 5.854 -0.433 -6.386
O 2.317 -0.712 -1.310
O -5.059 2.292 -0.640
O 4.549 1.236 -6.789
O 0.708 1.328 -1.929
N 0.010 -2.386 -0.879
N 0.501 -1.036 1.306
N -1.379 0.654 -0.123
N 4.951 0.322 -6.104
N -3.316 1.104 -1.423
N 1.709 1.341 0.875
C 2.603 0.732 4.474
C 4.233 0.065 -4.839
C 1.230 -3.242 -0.740
C 1.089 2.699 0.936
C 2.907 -0.455 -2.448
C -4.383 -0.705 1.190
C 3.102 1.501 0.358
C -0.608 -2.731 -2.181
C -3.404 1.676 0.977
C -4.259 0.682 1.804
C -3.464 3.073 1.613
C 2.517 0.623 -3.282
C -1.306 -2.198 2.580
C -1.958 1.178 1.014
C -1.877 -3.604 0.238
C -0.535 -1.996 1.444
C 1.403 -1.171 3.613
C 1.452 1.493 -2.914
C 3.992 -1.259 -2.851
C -2.620 -3.833 1.391
C 2.094 -0.547 4.640
C 1.789 0.743 2.223
C -2.337 -3.127 2.549
C 2.461 1.374 3.252
C -0.847 -2.683 0.268
C -4.017 1.736 -0.408
C -2.694 4.127 0.830
C 4.640 -1.004 -4.032
C 1.213 -0.509 2.406
C 3.202 0.881 -4.486
C -2.085 0.522 -1.294
H -3.406 -1.150 0.980
H 0.912 -4.282 -0.654
H -3.801 0.632 2.794
H 2.234 -1.065 5.579
H -4.516 3.350 1.683
H -3.750 1.056 -2.335
H 1.791 -2.952 0.143
H -2.936 -3.283 3.437
H -2.702 5.084 1.350
H 4.301 -2.072 -2.207
H -3.130 4.291 -0.157
H 2.918 1.705 -5.128
H -3.074 2.982 2.627
H -3.429 -4.549 1.374
H 3.062 1.891 -0.658
H 0.906 3.045 -0.080
H 1.851 -3.120 -1.623
H 5.472 -1.613 -4.357
H -2.114 -4.137 -0.671
H 3.127 1.223 5.282
H -1.647 3.842 0.696
H 3.642 2.207 0.988
H -4.900 -1.379 1.874
H 0.159 2.628 1.489
H 0.005 -2.304 -2.973
H 1.020 -2.172 3.750
H -0.636 -3.816 -2.305
H -1.604 -2.315 -2.248
H -1.131 -1.610 3.469
H 3.608 0.541 0.367
H -5.245 1.135 1.917
H 1.769 3.391 1.433
H -4.959 -0.683 0.263
H 2.884 2.360 3.112
H 1.264 2.378 -3.530
```

Here are the Mulliken charges for atoms 1 to 5, given in e: 0.77 -0.65 -0.64 -0.61 -0.35

***

ORCA calculation (the ωB97M-V functional and the def2-TZVPD basis) on a molecular structure, C31H35N6P2Pd at a distorted geometry.

The calculation puts the HOMO energy (spin up / spin down) at -16.136 / -16.148 eV. Its net charge is +3. Its frontier orbital gap (spin up / spin down) is 5.8 / 5.5 eV.

Geometry as XYZ:
```
75
C31H35N6P2Pd, DFT the ωB97M-V functional and the def2-TZVPD basis
Pd -0.271 -0.359 -0.151
P -1.648 1.576 -0.244
P 1.551 -0.688 -1.918
N -1.199 -1.842 -1.944
N -4.015 2.761 0.490
N -1.158 -1.178 1.827
N -3.023 3.570 -1.518
N -1.930 -2.513 3.414
N -2.104 4.229 0.617
C 1.810 -2.695 1.706
C -2.388 4.628 -0.828
C 1.591 -2.448 0.357
C 2.161 -1.663 2.565
C -0.544 -4.078 -2.712
C 2.072 -0.094 0.741
C -2.165 2.452 -1.821
C -0.309 0.634 3.366
C -4.270 3.187 -0.876
C 1.691 -4.444 -3.535
C -1.116 3.131 0.685
C 3.409 0.448 -3.643
C -1.747 -2.323 2.097
C -1.334 -1.068 5.408
C -3.429 3.798 1.247
C -0.697 0.121 5.706
C 4.333 -0.749 -1.749
C 2.033 -3.135 -3.229
C 2.282 -0.365 2.088
C -0.226 -2.750 -2.426
C 0.411 -4.913 -3.267
C 3.228 -0.289 -2.471
C 1.093 -2.300 -2.640
C 5.787 0.259 -3.381
C -0.191 0.957 4.703
C -3.325 1.494 0.573
C -1.419 -1.418 4.066
C -0.926 -0.577 3.045
C 4.688 0.713 -4.097
C 1.775 -1.154 -0.152
C 5.604 -0.485 -2.221
H -3.198 1.213 1.626
H 2.564 0.433 2.760
H 2.346 -1.868 3.607
H -1.341 -1.072 -2.605
H -4.091 4.672 1.254
H -3.930 0.717 0.094
H 4.197 -1.328 -0.846
H 6.786 0.490 -3.720
H -1.545 -4.446 -2.539
H -0.595 0.415 6.738
H -1.758 -1.689 6.179
H 1.735 -3.706 2.076
H -2.696 1.769 -2.492
H 2.437 -5.106 -3.948
H -0.155 3.487 0.300
H -0.986 2.851 1.735
H -4.739 2.371 -1.427
H -2.060 -3.034 1.353
H 2.269 0.903 0.340
H 3.037 -2.778 -3.409
H -1.442 4.893 -1.308
H 0.308 1.867 5.002
H 4.826 1.280 -5.005
H 1.362 -3.271 -0.310
H -1.267 2.805 -2.341
H 6.456 -0.866 -1.678
H -3.240 3.470 2.272
H 0.100 1.268 2.587
H -4.954 4.039 -0.866
H -2.344 -3.323 3.857
H -3.039 5.507 -0.811
H -2.092 -2.311 -1.777
H 0.155 -5.934 -3.506
H 2.552 0.807 -4.196
H -1.745 5.045 1.125
```

Here are the Mulliken charges for atoms 1 to 5, given in e: -0.69 2.19 1.38 -0.22 0.20

***

ORCA calculation (the ωB97M-V functional and the def2-TZVPD basis) on a molecular structure, C31H36AuCl3FN2O3S2 at a distorted geometry.

The calculation puts the HOMO energy (spin up / spin down) at -10.607 / -10.600 eV. Its relative energy (zero: lowest compared OMol25 entry of this formula, charge and spin) is 40.6 kcal per mole. Its net charge is +1. Its frontier orbital gap (spin up / spin down) is 5.9 / 5.9 eV.

Geometry as XYZ:
```
79
C31H36AuCl3FN2O3S2, DFT the ωB97M-V functional and the def2-TZVPD basis
Au 0.864 -0.450 1.526
Cl -6.338 1.702 3.700
Cl -1.072 -0.399 -5.384
Cl -5.087 4.718 -0.545
S 2.511 -1.532 4.437
S -2.962 -2.718 -5.371
F 3.867 -4.364 -2.165
O 1.352 -1.432 3.469
O 2.892 -0.001 1.054
O -3.657 0.899 -2.301
N -1.681 2.417 -0.460
N -0.519 1.077 0.822
C -2.572 -1.096 -4.925
C 2.682 0.906 -1.208
C -1.064 1.222 -0.377
C 3.563 -0.065 4.114
C 4.933 -0.567 3.676
C -5.103 0.714 1.511
C -5.077 3.162 0.224
C -5.643 3.058 1.484
C -1.528 3.045 0.749
C 2.048 -2.906 -2.075
C 4.675 -1.825 2.855
C 3.336 1.000 0.178
C -4.664 -1.386 -4.009
C 1.010 -2.376 -1.349
C -0.818 2.203 1.540
C 4.852 0.771 -0.013
C -4.547 0.838 0.250
C 2.662 -4.286 -0.168
C -4.515 2.059 -0.414
C -5.649 1.831 2.125
C -3.574 -0.492 -4.227
C 1.626 -3.745 0.552
C -4.468 -2.609 -4.556
C -0.273 -2.196 0.748
C 3.731 -2.675 3.694
C 2.861 -3.856 -1.473
C -2.477 2.945 -1.561
C -3.822 2.186 -1.755
C 3.112 2.391 0.780
C 0.772 -2.778 -0.020
C -3.566 0.915 -3.722
H -1.043 0.502 -1.177
H -4.129 -0.029 -0.243
H 3.321 -5.033 0.253
H 3.054 0.456 3.301
H 5.551 -0.795 4.548
H -0.491 2.332 2.557
H 2.652 -0.138 -1.522
H 3.537 3.170 0.146
H 2.247 -2.604 -3.094
H -0.554 -2.689 1.672
H 5.452 0.190 3.088
H 5.603 -2.355 2.638
H 3.172 -3.415 3.125
H 2.039 2.575 0.885
H -2.665 1.438 -4.059
H -1.892 2.926 -2.481
H 0.364 -1.630 -1.796
H -2.705 3.978 -1.316
H -6.074 3.927 1.961
H -4.439 2.784 -2.436
H 3.582 0.552 5.011
H -4.438 1.441 -4.128
H -1.084 -1.699 0.225
H -1.936 4.022 0.941
H 1.452 -4.059 1.574
H 1.663 1.288 -1.166
H 5.012 -0.195 -0.493
H 4.189 -1.552 1.916
H -5.131 -3.459 -4.548
H 3.576 2.449 1.766
H 3.239 1.484 -1.948
H -5.113 -0.240 2.019
H -5.556 -1.099 -3.470
H 4.238 -3.162 4.529
H 5.278 1.558 -0.639
H 5.355 0.777 0.954
```

Here are the Mulliken charges for atoms 1 to 5, given in e: 1.30 -0.20 -0.21 -0.19 0.14